P.
Density functional theory data (the ωB97M-V functional and the def2-TZVPD basis) for a cluster of 9 separate species, C27H54O27 in total.

Last columns: bonded neighbours and bond lengths (Å).
Element x y z (Å)
1 C -1.417 -3.462 1.860  O2 1.428, H7 1.083, H8 1.081, H9 1.089
2 O -2.164 -4.649 2.130  C1 1.428, C3 1.321
3 C -1.904 -5.725 1.409  O2 1.321, O4 1.218, O5 1.320
4 O -1.175 -5.782 0.436  C3 1.218
5 O -2.576 -6.767 1.864  C3 1.320, C6 1.418
6 C -2.608 -7.962 1.102  O5 1.418, H10 1.084, H11 1.090, H12 1.092
7 H -2.112 -2.705 1.522  C1 1.083
8 H -0.649 -3.620 1.116  C1 1.081
9 H -0.825 -3.160 2.723  C1 1.089
10 H -2.905 -8.773 1.758  C6 1.084
11 H -1.658 -8.213 0.630  C6 1.090
12 H -3.326 -7.793 0.296  C6 1.092
13 C 2.027 0.454 4.961  O14 1.426, H19 1.084, H20 1.091, H21 1.091
14 O 0.875 0.327 5.792  C13 1.426, C15 1.328
15 C -0.082 -0.491 5.369  O14 1.328, O16 1.207, O17 1.323
16 O -0.187 -0.985 4.273  C15 1.207
17 O -0.859 -0.809 6.393  C15 1.323, C18 1.424
18 C -2.041 -1.563 6.145  O17 1.424, H22 1.085, H23 1.092, H24 1.088
19 H 2.894 0.725 5.552  C13 1.084
20 H 1.787 1.194 4.196  C13 1.091
21 H 2.236 -0.477 4.431  C13 1.091
22 H -2.732 -1.306 6.941  C18 1.085
23 H -1.801 -2.626 6.215  C18 1.092
24 H -2.432 -1.385 5.145  C18 1.088
25 C 2.014 -3.044 6.549  O26 1.421, H31 1.089, H32 1.090, H33 1.088
26 O 1.239 -3.794 5.623  C25 1.421, C27 1.331
27 C 1.886 -4.388 4.622  O26 1.331, O28 1.201, O29 1.330
28 O 3.075 -4.496 4.494  C27 1.201
29 O 0.959 -4.831 3.779  C27 1.330, C30 1.401
30 C 1.343 -5.645 2.705  O29 1.401, H34 1.092, H35 1.100, H36 1.085
31 H 2.468 -2.194 6.043  C25 1.089
32 H 2.741 -3.694 7.036  C25 1.090
33 H 1.337 -2.679 7.318  C25 1.088
34 H 2.117 -6.367 2.973  C30 1.092
35 H 1.831 -5.145 1.855  C30 1.100
36 H 0.516 -6.132 2.199  C30 1.085
37 C 2.682 3.183 -0.066  O38 1.418, H43 1.091, H44 1.085, H45 1.088
38 O 3.580 4.270 -0.220  C37 1.418, C39 1.338
39 C 4.500 4.208 -1.190  O38 1.338, O40 1.204, O41 1.320
40 O 4.834 3.250 -1.838  C39 1.204
41 O 5.042 5.408 -1.280  C39 1.320, C42 1.422
42 C 5.977 5.682 -2.316  O41 1.422, H46 1.092, H47 1.088, H48 1.085
43 H 3.090 2.218 -0.370  C37 1.091
44 H 1.741 3.322 -0.588  C37 1.085
45 H 2.566 3.039 1.006  C37 1.088
46 H 5.467 5.741 -3.281  C42 1.092
47 H 6.721 4.889 -2.336  C42 1.088
48 H 6.399 6.666 -2.143  C42 1.085
49 C 3.091 8.839 -4.024  O50 1.434, H55 1.088, H56 1.087, H57 1.087
50 O 2.255 7.846 -3.416  C49 1.434, C51 1.329
51 C 2.459 6.602 -3.839  O50 1.329, O52 1.204, O53 1.331
52 O 3.010 6.277 -4.858  C51 1.204
53 O 1.924 5.755 -2.961  C51 1.331, C54 1.408
54 C 1.847 4.399 -3.333  O53 1.408, H58 1.089, H59 1.090, H60 1.094
55 H 2.900 8.895 -5.094  C49 1.088
56 H 4.130 8.631 -3.781  C49 1.087
57 H 2.767 9.777 -3.579  C49 1.087
58 H 1.373 4.184 -4.289  C54 1.089
59 H 1.312 3.901 -2.525  C54 1.090
60 H 2.812 3.884 -3.298  C54 1.094
61 C -2.041 4.756 -2.457  O62 1.411, H67 1.092, H68 1.094, H69 1.088
62 O -3.299 5.019 -3.039  C61 1.411, C63 1.329
63 C -4.338 4.894 -2.219  O62 1.329, O64 1.205, O65 1.328
64 O -4.354 4.308 -1.166  C63 1.205
65 O -5.365 5.572 -2.719  C63 1.328, C66 1.418
66 C -6.622 5.405 -2.086  O65 1.418, H70 1.086, H71 1.088, H72 1.093
67 H -1.248 5.337 -2.932  C61 1.092
68 H -1.626 3.754 -2.596  C61 1.094
69 H -2.040 4.995 -1.395  C61 1.088
70 H -7.318 5.952 -2.716  C66 1.086
71 H -6.638 5.721 -1.046  C66 1.088
72 H -6.973 4.369 -2.080  C66 1.093
73 C -3.803 -3.275 -2.817  O74 1.422, H79 1.093, H80 1.088, H81 1.087
74 O -4.344 -2.199 -2.062  C73 1.422, C75 1.324
75 C -3.541 -1.652 -1.163  O74 1.324, O76 1.205, O77 1.340
76 O -2.413 -1.985 -0.906  C75 1.205
77 O -4.234 -0.703 -0.520  C75 1.340, C78 1.433
78 C -3.514 0.087 0.435  O77 1.433, H82 1.090, H83 1.076, H84 1.084
79 H -3.631 -4.122 -2.147  C73 1.093
80 H -2.881 -3.017 -3.333  C73 1.088
81 H -4.562 -3.618 -3.515  C73 1.087
82 H -4.285 0.695 0.907  C78 1.090
83 H -2.941 0.821 -0.105  C78 1.076
84 H -2.916 -0.480 1.140  C78 1.084
85 C -0.311 -3.710 -1.525  O86 1.430, H91 1.085, H92 1.074, H93 1.087
86 O 0.618 -4.241 -2.474  C85 1.430, C87 1.321
87 C 0.801 -3.559 -3.590  O86 1.321, O88 1.208, O89 1.328
88 O 0.404 -2.441 -3.818  C87 1.208
89 O 1.497 -4.322 -4.425  C87 1.328, C90 1.418
90 C 2.026 -3.743 -5.606  O89 1.418, H94 1.091, H95 1.089, H96 1.085
91 H -0.331 -2.626 -1.561  C85 1.085
92 H -0.111 -4.087 -0.539  C85 1.074
93 H -1.323 -4.006 -1.786  C85 1.087
94 H 2.891 -3.118 -5.375  C90 1.091
95 H 1.294 -3.115 -6.113  C90 1.089
96 H 2.351 -4.561 -6.240  C90 1.085
97 C 1.336 -1.790 1.640  O98 1.414, H103 1.094, H104 1.081, H105 1.087
98 O 0.240 -1.209 0.961  C97 1.414, C99 1.324
99 C 0.409 -0.008 0.431  O98 1.324, O100 1.210, O101 1.320
100 O 1.403 0.671 0.556  C99 1.210
101 O -0.686 0.341 -0.217  C99 1.320, C102 1.430
102 C -0.715 1.702 -0.655  O101 1.430, H106 1.084, H107 1.091, H108 1.089
103 H 2.172 -1.935 0.949  C97 1.094
104 H 1.053 -2.773 1.994  C97 1.081
105 H 1.697 -1.151 2.441  C97 1.087
106 H -1.714 1.973 -0.974  C102 1.084
107 H -0.054 1.804 -1.517  C102 1.091
108 H -0.387 2.367 0.142  C102 1.089

Results
* SMILES: COC(=O)OC.COC(=O)OC.COC(=O)OC.COC(=O)OC.COC(=O)OC.COC(=O)OC.COC(=O)OC.COC(=O)OC.COC(=O)OC
* multiplicity: 1
* HOMO: -10.43 eV
* gap between HOMO and LUMO: 11.0 eV

Atomic partial charges in e from the Löwdin method, atoms 1 to 5: number 1, C, carries -0.022; number 2, O, carries 0.045; number 3, C, carries -0.613; number 4, O, carries 0.085; number 5, O, carries 0.010

=====

Q.
Density functional theory data (the ωB97M-V functional and the def2-TZVPD basis) for a cluster of 9 separate species, C27H54O27 in total.

Last columns: bonded neighbours and bond lengths (Å).
Element x y z (Å)
1 C 0.078 4.076 2.786  O2 1.415, H7 1.090, H8 1.090, H9 1.090
2 O -0.419 5.379 2.549  C1 1.415, C3 1.370
3 C -0.037 6.451 3.313  O2 1.370, O4 1.262, O5 1.345
4 O 0.927 6.504 4.126  C3 1.262
5 O -0.948 7.424 3.132  C3 1.345, C6 1.429
6 C -0.936 8.671 3.830  O5 1.429, H10 1.090, H11 1.090, H12 1.090
7 H 1.082 4.100 3.210  C1 1.090
8 H 0.023 3.482 1.874  C1 1.090
9 H -0.556 3.569 3.514  C1 1.090
10 H 0.062 9.110 3.811  C6 1.090
11 H -1.261 8.680 4.870  C6 1.090
12 H -1.724 9.313 3.437  C6 1.090
13 C -7.600 1.431 -0.325  O14 1.422, H19 1.090, H20 1.090, H21 1.090
14 O -6.444 1.289 -1.141  C13 1.422, C15 1.350
15 C -5.794 0.106 -1.157  O14 1.350, O16 1.224, O17 1.287
16 O -6.018 -0.846 -0.421  C15 1.224
17 O -4.826 0.177 -2.003  C15 1.287, C18 1.385
18 C -3.965 -0.886 -2.216  O17 1.385, H22 1.090, H23 1.090, H24 1.090
19 H -7.231 1.630 0.681  C13 1.090
20 H -8.275 0.576 -0.356  C13 1.090
21 H -8.132 2.281 -0.752  C13 1.090
22 H -3.420 -1.170 -1.316  C18 1.090
23 H -3.191 -0.676 -2.954  C18 1.090
24 H -4.508 -1.751 -2.595  C18 1.090
25 C 3.230 -2.651 -6.940  O26 1.436, H31 1.090, H32 1.090, H33 1.090
26 O 2.038 -1.965 -6.527  C25 1.436, C27 1.347
27 C 1.518 -2.425 -5.372  O26 1.347, O28 1.243, O29 1.409
28 O 2.071 -3.215 -4.587  C27 1.243
29 O 0.299 -1.759 -5.139  C27 1.409, C30 1.391
30 C -0.301 -0.868 -6.024  O29 1.391, H34 1.090, H35 1.090, H36 1.090
31 H 3.878 -2.873 -6.093  C25 1.090
32 H 3.888 -2.104 -7.616  C25 1.090
33 H 3.058 -3.603 -7.443  C25 1.090
34 H -0.439 -1.370 -6.981  C30 1.090
35 H 0.317 0.024 -6.126  C30 1.090
36 H -1.296 -0.589 -5.677  C30 1.090
37 C 1.426 0.386 2.096  O38 1.430, H43 1.090, H44 1.090, H45 1.090
38 O 0.362 -0.023 1.233  C37 1.430, C39 1.399
39 C 0.667 -0.308 -0.102  O38 1.399, O40 1.232, O41 1.361
40 O 1.736 -0.316 -0.714  C39 1.232
41 O -0.530 -0.501 -0.722  C39 1.361, C42 1.440
42 C -0.483 -0.545 -2.160  O41 1.440, H46 1.090, H47 1.090, H48 1.090
43 H 1.731 1.359 1.711  C37 1.090
44 H 2.255 -0.319 2.034  C37 1.090
45 H 1.184 0.682 3.117  C37 1.090
46 H -0.233 -1.517 -2.586  C42 1.090
47 H 0.205 0.147 -2.646  C42 1.090
48 H -1.455 -0.271 -2.570  C42 1.090
49 C -0.736 -1.458 4.323  O50 1.401, H55 1.090, H56 1.090, H57 1.090
50 O 0.452 -2.199 4.330  C49 1.401, C51 1.354
51 C 0.524 -3.369 5.007  O50 1.354, O52 1.216, O53 1.348
52 O -0.362 -3.722 5.761  C51 1.216
53 O 1.696 -3.941 4.662  C51 1.348, C54 1.493
54 C 1.915 -5.290 5.264  O53 1.493, H58 1.090, H59 1.090, H60 1.090
55 H -0.636 -0.547 3.733  C49 1.090
56 H -0.995 -1.235 5.358  C49 1.090
57 H -1.574 -1.971 3.850  C49 1.090
58 H 1.937 -5.092 6.335  C54 1.090
59 H 2.946 -5.607 5.105  C54 1.090
60 H 1.132 -6.018 5.053  C54 1.090
61 C 7.823 -4.606 3.985  O62 1.486, H67 1.090, H68 1.090, H69 1.090
62 O 6.407 -4.153 4.000  C61 1.486, C63 1.368
63 C 5.702 -4.012 2.837  O62 1.368, O64 1.183, O65 1.276
64 O 6.109 -3.835 1.740  C63 1.183
65 O 4.486 -4.067 3.221  C63 1.276, C66 1.474
66 C 3.440 -4.174 2.187  O65 1.474, H70 1.090, H71 1.090, H72 1.090
67 H 7.929 -4.879 5.035  C61 1.090
68 H 8.578 -3.913 3.614  C61 1.090
69 H 7.923 -5.522 3.404  C61 1.090
70 H 2.613 -4.746 2.607  C66 1.090
71 H 3.674 -4.763 1.300  C66 1.090
72 H 3.233 -3.144 1.899  C66 1.090
73 C -2.330 -2.723 0.468  O74 1.404, H79 1.090, H80 1.090, H81 1.090
74 O -2.966 -3.935 0.779  C73 1.404, C75 1.435
75 C -3.413 -4.098 2.133  O74 1.435, O76 1.227, O77 1.311
76 O -3.526 -3.189 2.949  C75 1.227
77 O -3.878 -5.319 2.232  C75 1.311, C78 1.423
78 C -4.444 -5.702 3.480  O77 1.423, H82 1.090, H83 1.090, H84 1.090
79 H -1.580 -2.544 1.239  C73 1.090
80 H -3.124 -1.979 0.536  C73 1.090
81 H -1.860 -2.907 -0.498  C73 1.090
82 H -3.760 -5.552 4.315  C78 1.090
83 H -4.429 -6.791 3.439  C78 1.090
84 H -5.487 -5.416 3.614  C78 1.090
85 C 3.911 6.193 1.689  O86 1.457, H91 1.090, H92 1.090, H93 1.090
86 O 4.146 5.475 0.442  C85 1.457, C87 1.363
87 C 3.423 4.340 0.220  O86 1.363, O88 1.213, O89 1.340
88 O 2.767 3.756 1.056  C87 1.213
89 O 3.534 3.993 -1.070  C87 1.340, C90 1.496
90 C 2.719 2.888 -1.662  O89 1.496, H94 1.090, H95 1.090, H96 1.090
91 H 4.716 6.905 1.871  C85 1.090
92 H 4.245 5.458 2.422  C85 1.090
93 H 2.924 6.548 1.984  C85 1.090
94 H 2.913 2.741 -2.724  C90 1.090
95 H 1.694 3.147 -1.395  C90 1.090
96 H 2.985 1.952 -1.170  C90 1.090
97 C -2.083 3.043 -3.864  O98 1.444, H103 1.090, H104 1.090, H105 1.090
98 O -2.208 2.876 -5.293  C97 1.444, C99 1.337
99 C -1.164 2.791 -6.123  O98 1.337, O100 1.181, O101 1.419
100 O -0.048 2.904 -5.753  C99 1.181
101 O -1.498 2.547 -7.481  C99 1.419, C102 1.395
102 C -2.804 2.763 -7.920  O101 1.395, H106 1.090, H107 1.090, H108 1.090
103 H -1.755 4.039 -3.567  C97 1.090
104 H -1.358 2.358 -3.424  C97 1.090
105 H -3.025 2.883 -3.340  C97 1.090
106 H -3.355 1.823 -7.955  C102 1.090
107 H -2.764 3.162 -8.934  C102 1.090
108 H -3.341 3.536 -7.371  C102 1.090

Results
* SMILES: COC(=O)OC.COC(=O)OC.COC(=O)OC.COC(=O)OC.COC(=O)OC.COC(=O)OC.COC(=O)OC.COC(=O)OC.COC(=O)OC
* multiplicity: 1
* HOMO: -10.49 eV
* gap between HOMO and LUMO: 10.9 eV

Atomic partial charges in e from the Löwdin method, atoms 1 to 5: number 1, C, carries -0.061; number 2, O, carries -0.018; number 3, C, carries -0.499; number 4, O, carries 0.064; number 5, O, carries -0.010

=====

R.
Density functional theory data (the ωB97M-V functional and the def2-TZVPD basis) for a cluster of 9 separate species, C27H54O27 in total.

Last columns: bonded neighbours and bond lengths (Å).
Element x y z (Å)
1 C 0.156 -2.972 4.560  O2 1.422, H7 1.088, H8 1.089, H9 1.089
2 O 1.248 -2.154 4.963  C1 1.422, C3 1.341
3 C 2.274 -1.832 4.161  O2 1.341, O4 1.199, O5 1.328
4 O 3.048 -0.989 4.517  C3 1.199
5 O 2.213 -2.459 2.993  C3 1.328, C6 1.424
6 C 3.085 -1.985 1.971  O5 1.424, H10 1.094, H11 1.088, H12 1.087
7 H -0.055 -2.937 3.493  C1 1.088
8 H -0.688 -2.527 5.083  C1 1.089
9 H 0.263 -4.012 4.862  C1 1.089
10 H 4.111 -2.258 2.239  C6 1.094
11 H 2.993 -0.905 1.884  C6 1.088
12 H 2.929 -2.507 1.031  C6 1.087
13 C -1.057 4.662 -7.817  O14 1.431, H19 1.083, H20 1.087, H21 1.090
14 O -1.297 4.901 -6.427  C13 1.431, C15 1.338
15 C -1.295 3.834 -5.621  O14 1.338, O16 1.200, O17 1.319
16 O -1.306 2.699 -6.013  C15 1.200
17 O -1.329 4.261 -4.374  C15 1.319, C18 1.407
18 C -1.461 3.297 -3.357  O17 1.407, H22 1.085, H23 1.088, H24 1.093
19 H -0.686 5.565 -8.285  C13 1.083
20 H -1.988 4.285 -8.232  C13 1.087
21 H -0.308 3.877 -7.926  C13 1.090
22 H -1.512 3.707 -2.354  C18 1.085
23 H -0.611 2.619 -3.401  C18 1.088
24 H -2.318 2.625 -3.459  C18 1.093
25 C 4.290 1.571 0.989  O26 1.416, H31 1.091, H32 1.090, H33 1.089
26 O 2.966 1.830 1.418  C25 1.416, C27 1.357
27 C 2.871 1.981 2.762  O26 1.357, O28 1.179, O29 1.329
28 O 3.679 1.693 3.571  C27 1.179
29 O 1.747 2.606 3.100  C27 1.329, C30 1.402
30 C 0.823 2.982 2.115  O29 1.402, H34 1.090, H35 1.099, H36 1.088
31 H 4.639 0.601 1.345  C25 1.091
32 H 4.989 2.342 1.315  C25 1.090
33 H 4.369 1.529 -0.097  C25 1.089
34 H 0.401 2.163 1.531  C30 1.090
35 H 1.240 3.638 1.338  C30 1.099
36 H 0.007 3.607 2.471  C30 1.088
37 C 2.958 2.083 -5.908  O38 1.413, H43 1.092, H44 1.093, H45 1.087
38 O 3.960 3.076 -5.828  C37 1.413, C39 1.344
39 C 3.814 3.951 -4.818  O38 1.344, O40 1.195, O41 1.320
40 O 2.971 3.905 -3.973  C39 1.195
41 O 4.789 4.835 -4.914  C39 1.320, C42 1.426
42 C 4.742 5.928 -4.000  O41 1.426, H46 1.093, H47 1.093, H48 1.081
43 H 1.963 2.405 -5.592  C37 1.092
44 H 3.214 1.228 -5.278  C37 1.093
45 H 2.874 1.763 -6.944  C37 1.087
46 H 5.050 5.561 -3.017  C42 1.093
47 H 3.698 6.206 -3.833  C42 1.093
48 H 5.330 6.755 -4.375  C42 1.081
49 C -3.767 -4.753 5.863  O50 1.396, H55 1.098, H56 1.094, H57 1.087
50 O -4.232 -4.079 4.732  C49 1.396, C51 1.331
51 C -3.794 -2.840 4.518  O50 1.331, O52 1.193, O53 1.332
52 O -2.960 -2.280 5.160  C51 1.193
53 O -4.378 -2.396 3.406  C51 1.332, C54 1.410
54 C -3.895 -1.157 2.939  O53 1.410, H58 1.089, H59 1.091, H60 1.095
55 H -2.674 -4.849 5.876  C49 1.098
56 H -3.974 -5.827 5.839  C49 1.094
57 H -4.151 -4.354 6.799  C49 1.087
58 H -4.318 -0.234 3.333  C54 1.089
59 H -4.008 -1.171 1.853  C54 1.091
60 H -2.816 -0.998 3.036  C54 1.095
61 C 2.269 -7.510 3.291  O62 1.411, H67 1.091, H68 1.090, H69 1.086
62 O 1.743 -7.214 2.016  C61 1.411, C63 1.307
63 C 1.065 -6.119 1.798  O62 1.307, O64 1.201, O65 1.341
64 O 0.769 -5.304 2.630  C63 1.201
65 O 0.926 -5.973 0.472  C63 1.341, C66 1.409
66 C 0.747 -4.653 0.012  O65 1.409, H70 1.086, H71 1.094, H72 1.094
67 H 1.474 -7.812 3.975  C61 1.091
68 H 2.775 -6.629 3.688  C61 1.090
69 H 2.974 -8.336 3.271  C61 1.086
70 H 1.410 -4.399 -0.809  C66 1.086
71 H 0.819 -3.863 0.765  C66 1.094
72 H -0.283 -4.441 -0.292  C66 1.094
73 C -0.511 -0.983 0.983  O74 1.433, H79 1.090, H80 1.091, H81 1.086
74 O 0.600 -0.433 0.263  C73 1.433, C75 1.316
75 C 0.339 0.551 -0.569  O74 1.316, O76 1.209, O77 1.352
76 O -0.707 1.141 -0.715  C75 1.209
77 O 1.543 0.871 -1.094  C75 1.352, C78 1.440
78 C 1.616 2.005 -1.978  O77 1.440, H82 1.082, H83 1.090, H84 1.085
79 H -1.347 -1.185 0.313  C73 1.090
80 H -0.804 -0.231 1.717  C73 1.091
81 H -0.310 -1.917 1.502  C73 1.086
82 H 2.639 2.156 -2.299  C78 1.082
83 H 1.287 2.853 -1.379  C78 1.090
84 H 0.966 1.799 -2.823  C78 1.085
85 C -4.310 4.055 4.781  O86 1.411, H91 1.082, H92 1.094, H93 1.091
86 O -4.281 4.072 3.371  C85 1.411, C87 1.323
87 C -3.395 3.347 2.708  O86 1.323, O88 1.210, O89 1.325
88 O -2.659 2.542 3.233  C87 1.210
89 O -3.457 3.628 1.414  C87 1.325, C90 1.410
90 C -2.457 3.137 0.551  O89 1.410, H94 1.086, H95 1.091, H96 1.092
91 H -5.152 4.645 5.117  C85 1.082
92 H -3.371 4.476 5.154  C85 1.094
93 H -4.286 3.059 5.227  C85 1.091
94 H -2.910 2.907 -0.410  C90 1.086
95 H -2.076 2.199 0.960  C90 1.091
96 H -1.610 3.819 0.459  C90 1.092
97 C -1.861 -0.542 -3.420  O98 1.427, H103 1.091, H104 1.086, H105 1.090
98 O -2.198 -1.849 -3.882  C97 1.427, C99 1.343
99 C -1.707 -2.865 -3.154  O98 1.343, O100 1.202, O101 1.326
100 O -1.020 -2.813 -2.168  C99 1.202
101 O -2.151 -3.967 -3.743  C99 1.326, C102 1.439
102 C -1.721 -5.215 -3.168  O101 1.439, H106 1.089, H107 1.085, H108 1.087
103 H -2.279 -0.327 -2.435  C97 1.091
104 H -2.265 0.219 -4.081  C97 1.086
105 H -0.776 -0.467 -3.351  C97 1.090
106 H -0.670 -5.393 -3.388  C102 1.089
107 H -2.295 -6.004 -3.643  C102 1.085
108 H -1.916 -5.139 -2.101  C102 1.087

Results
* SMILES: COC(=O)OC.COC(=O)OC.COC(=O)OC.COC(=O)OC.COC(=O)OC.COC(=O)OC.COC(=O)OC.COC(=O)OC.COC(=O)OC
* multiplicity: 1
* HOMO: -10.13 eV
* gap between HOMO and LUMO: 10.5 eV

Atomic partial charges in e from the Löwdin method, atoms 1 to 5: number 1, C, carries -0.046; number 2, O, carries 0.015; number 3, C, carries -0.600; number 4, O, carries 0.148; number 5, O, carries -0.024

=====

Most stable to least stable: P, R, Q